Record 1
ORCA calculation (ωB97M-V/def2-TZVPD) on an isolated molecule of C10H19N3O3S in a non-equilibrium geometry.

XYZ file:
```
36
C10H19N3O3S, DFT ωB97M-V/def2-TZVPD
C 0.806 -2.160 -2.223
N 0.790 -1.367 -0.924
C 1.771 -1.235 -0.040
O 2.838 -1.776 -0.169
C 1.657 -0.598 1.388
C 2.903 0.360 1.657
C 3.102 1.506 0.590
S 1.728 2.659 0.291
C 0.820 2.160 -1.138
N 0.465 0.191 1.633
C -0.750 -0.381 1.589
O -0.829 -1.625 1.474
C -2.024 0.600 1.703
N -3.135 0.224 0.789
C -2.951 -0.134 -0.543
C -4.222 -0.498 -1.374
O -1.797 -0.074 -1.095
H 1.717 -1.882 -2.725
H 0.976 -3.313 -2.010
H -0.165 -1.902 -2.714
H -0.078 -0.935 -0.765
H 1.572 -1.379 2.153
H 2.975 0.866 2.655
H 3.752 -0.366 1.728
H 3.050 1.066 -0.379
H 4.085 1.942 0.819
H 1.469 1.933 -1.988
H 0.216 1.267 -0.878
H 0.112 2.978 -1.432
H 0.644 1.155 1.508
H -2.395 0.789 2.659
H -1.633 1.578 1.426
H -4.052 0.215 1.169
H -4.268 -1.590 -1.352
H -3.983 -0.262 -2.357
H -5.166 -0.013 -1.127
```

Calculated values
- ΔE to the lowest compared entry with this formula, charge and spin (kJ/mol) = 59.5
- spin multiplicity = 1
- HOMO (eV) = -8.64
- electronic energy (Eh) = -1180.61227


Record 2
ORCA calculation (ωB97M-V/def2-TZVPD) on a structure of composition C10H19N3O5S2Sn.

XYZ file:
```
40
C10H19N3O5S2Sn, DFT ωB97M-V/def2-TZVPD
Sn -0.802 -0.852 -0.078
N -3.131 -0.146 0.396
C -3.093 1.236 0.918
C -2.007 1.306 1.970
N -0.705 0.937 1.361
H -3.815 -0.246 -0.349
H -3.437 -0.778 1.135
H -4.049 1.553 1.336
H -2.850 1.904 0.089
H -2.205 0.597 2.775
H -1.956 2.303 2.408
H -0.035 0.710 2.096
H -0.324 1.733 0.850
C 4.118 -1.498 0.689
O 3.340 -1.950 1.835
C 2.089 -1.655 1.842
O 1.480 -0.992 1.019
H 3.665 -1.872 -0.225
H 5.102 -1.923 0.841
H 4.153 -0.412 0.691
C 0.082 -2.467 5.035
S 0.152 -1.537 3.561
O 0.426 -0.156 3.800
O 1.514 -2.209 2.953
O -0.946 -1.861 2.687
H 0.979 -2.252 5.611
H 0.010 -3.520 4.772
H -0.810 -2.133 5.564
S 0.206 1.137 -1.572
C 0.255 1.233 -3.298
N -0.798 0.854 -4.056
C -0.837 0.945 -5.406
C 0.234 1.450 -6.082
C 1.349 1.860 -5.343
C 1.364 1.749 -3.970
H -1.611 0.497 -3.573
H -1.745 0.604 -5.881
H 0.206 1.528 -7.158
H 2.213 2.265 -5.855
H 2.220 2.059 -3.390
```

Calculated values
- charge = +2
- spin multiplicity = 1
- HOMO (eV) = -14.47
- electronic energy (Eh) = -1943.13568


Record 3
ORCA calculation (ωB97M-V/def2-TZVPD) on an isolated molecule of C10H19N5O5 in a non-equilibrium geometry.

XYZ file:
```
39
C10H19N5O5, DFT ωB97M-V/def2-TZVPD
H 0.621 -2.370 -1.205
N 0.918 -1.507 -0.802
C 2.230 -1.510 -0.760
N 2.977 -2.672 -0.949
N 2.962 -0.459 -0.051
C 2.771 -0.240 1.521
C 1.267 -0.202 1.810
C 0.623 1.195 1.889
C 0.248 1.910 0.596
N -0.459 0.889 -0.245
C -1.620 1.173 -0.999
O -1.760 2.329 -1.303
C -2.426 -0.005 -1.455
N -1.744 -0.665 -2.553
C -3.082 -0.918 -0.408
C -3.406 -0.346 0.874
O -3.302 0.779 1.221
O -3.987 -1.336 1.646
C 1.350 2.537 -0.274
O 2.525 2.408 0.069
O 0.858 3.002 -1.401
H 2.524 -3.533 -1.306
H 3.882 -2.622 -1.362
H 3.691 0.066 -0.484
H 3.294 -1.005 2.105
H 3.271 0.663 1.951
H 1.093 -0.598 2.862
H 0.718 -0.940 1.273
H -0.305 1.124 2.502
H 1.346 1.884 2.381
H -0.398 2.777 0.863
H -0.195 -0.107 -0.397
H -3.264 0.584 -1.910
H -0.920 -1.217 -2.290
H -1.461 -0.006 -3.283
H -3.916 -1.469 -0.872
H -2.361 -1.691 -0.171
H -4.446 -0.770 2.327
H -0.115 2.868 -1.409
```

Calculated values
- ΔE to the lowest compared entry with this formula, charge and spin (kJ/mol) = 229.5
- spin multiplicity = 1
- HOMO (eV) = -8.86
- electronic energy (Eh) = -1042.42312


Record 4
ORCA calculation (ωB97M-V/def2-TZVPD) on an isolated molecule of C10H19N5O5 in a non-equilibrium geometry.

XYZ file:
```
39
C10H19N5O5, DFT ωB97M-V/def2-TZVPD
H 1.300 -0.610 2.619
N 1.394 0.186 1.956
C 2.623 0.079 1.410
N 3.451 -1.041 1.287
N 3.124 0.997 0.456
C 2.639 2.313 0.126
C 1.248 2.390 -0.562
C 0.974 1.405 -1.735
C 0.637 -0.029 -1.280
N -0.229 -0.068 -0.134
C -1.286 -0.973 -0.126
O -1.708 -1.814 -0.945
C -2.152 -0.791 1.194
N -1.206 -0.593 2.326
C -3.100 0.414 1.113
C -3.902 0.581 -0.145
O -5.089 0.796 -0.183
O -3.096 0.624 -1.182
C 1.670 -1.191 -1.334
O 2.854 -1.053 -1.366
O 1.075 -2.319 -1.258
H 3.218 -1.703 2.081
H 3.419 -1.411 0.339
H 4.038 0.789 0.126
H 2.445 2.822 1.071
H 3.439 2.869 -0.438
H 1.103 3.400 -0.781
H 0.540 2.161 0.307
H 0.009 1.733 -2.210
H 1.828 1.591 -2.452
H -0.017 -0.441 -2.109
H 0.244 0.151 0.774
H -2.939 -1.705 1.237
H -1.175 -1.467 2.879
H -1.761 -0.037 2.892
H -3.758 0.374 1.989
H -2.627 1.371 1.293
H -3.581 0.862 -1.984
H 0.131 -2.170 -1.378
```

Calculated values
- ΔE to the lowest compared entry with this formula, charge and spin (kJ/mol) = 218.4
- spin multiplicity = 1
- HOMO (eV) = -8.85
- electronic energy (Eh) = -1042.42736


Record 5
ORCA calculation (ωB97M-V/def2-TZVPD) on a cluster of 4 separate species, C10H19O12 in total in a non-equilibrium geometry.

XYZ file:
```
41
C10H19O12, DFT ωB97M-V/def2-TZVPD
O 0.540 1.508 0.665
C -0.741 1.229 1.222
O -1.461 0.463 0.505
O -0.982 1.687 2.344
H 0.321 1.189 -0.230
C 2.580 1.817 3.048
O 3.135 2.054 4.360
C 2.280 2.185 5.363
O 1.105 2.036 5.304
O 2.976 2.565 6.449
C 2.319 2.505 7.685
H 1.716 2.472 2.935
H 2.243 0.801 2.866
H 3.342 2.128 2.341
H 2.531 1.582 8.227
H 1.232 2.458 7.529
H 2.441 3.390 8.303
C -1.452 1.031 -2.836
O -2.347 0.205 -3.582
C -3.400 -0.274 -2.937
O -3.701 -0.085 -1.802
O -4.131 -0.926 -3.853
C -5.375 -1.407 -3.413
H -1.953 1.983 -2.645
H -0.557 1.183 -3.429
H -1.216 0.564 -1.877
H -5.951 -0.622 -2.919
H -5.236 -2.193 -2.665
H -5.925 -1.821 -4.251
C 2.819 -1.240 -1.463
O 2.548 -2.227 -2.448
C 1.280 -2.393 -2.781
O 0.332 -1.764 -2.414
O 1.214 -3.516 -3.493
C -0.067 -3.817 -4.011
H 2.047 -1.287 -0.700
H 2.837 -0.241 -1.897
H 3.773 -1.449 -0.988
H 0.063 -4.498 -4.853
H -0.543 -2.921 -4.400
H -0.636 -4.355 -3.257
```

Calculated values
- ΔE to the lowest compared entry with this formula, charge and spin (kJ/mol) = 0.0
- charge = -1
- spin multiplicity = 1
- HOMO (eV) = -4.23
- electronic energy (Eh) = -1295.40183


Record 6
ORCA calculation (ωB97M-V/def2-TZVPD) on a structure of composition C10H19PSi in a non-equilibrium geometry.

XYZ file:
```
31
C10H19PSi, DFT ωB97M-V/def2-TZVPD
C -2.003 1.979 0.057
C -1.076 2.936 -0.288
C -1.419 0.825 0.304
C 0.524 1.042 0.055
C 0.366 2.470 -0.309
C 2.430 -1.401 -1.372
C 1.151 -1.725 1.380
C 3.451 0.677 0.809
C -3.737 -0.447 0.426
C -1.737 -1.867 -0.947
Si 1.900 -0.272 0.153
P -1.920 -0.878 0.664
H -3.049 2.180 0.123
H -1.306 3.938 -0.479
H 0.913 2.738 -1.217
H 0.976 3.070 0.549
H 3.464 -1.639 -1.480
H 1.986 -2.387 -1.204
H 1.968 -0.980 -2.251
H 0.656 -2.374 0.788
H 2.031 -2.227 1.879
H 0.387 -1.259 1.990
H 4.274 -0.002 1.021
H 3.827 1.365 -0.027
H 3.384 1.252 1.746
H -3.884 0.169 1.295
H -4.355 -1.344 0.737
H -3.950 0.062 -0.578
H -0.876 -2.379 -1.047
H -1.727 -1.053 -1.698
H -2.649 -2.468 -1.082
```

Calculated values
- ΔE to the lowest compared entry with this formula, charge and spin (kJ/mol) = 310.2
- spin multiplicity = 1
- HOMO (alpha / beta) (eV) = -7.19 / -7.77
- electronic energy (Eh) = -1023.08016